Record 1
{
  "formula": "C28H56O56S14",
  "method": "the ωB97M-V functional and the def2-TZVPD basis",
  "charge": 0,
  "elements": ["C", "C", "O", "S", "O", "O", "O", "H", "H", "H", "H", "C", "C", "O", "S", "O", "O", "O", "H", "H", "H", "H", "C", "C", "O", "S", "O", "O", "O", "H", "H", "H", "H", "C", "C", "O", "S", "O", "O", "O", "H", "H", "H", "H", "C", "C", "O", "S", "O", "O", "O", "H", "H", "H", "H", "C", "C", "O", "S", "O", "O", "O", "H", "H", "H", "H", "C", "C", "O", "S", "O", "O", "O", "H", "H", "H", "H", "C", "C", "O", "S", "O", "O", "O", "H", "H", "H", "H", "C", "C", "O", "S", "O", "O", "O", "H", "H", "H", "H", "C", "C", "O", "S", "O", "O", "O", "H", "H", "H", "H", "C", "C", "O", "S", "O", "O", "O", "H", "H", "H", "H", "C", "C", "O", "S", "O", "O", "O", "H", "H", "H", "H", "C", "C", "O", "S", "O", "O", "O", "H", "H", "H", "H", "C", "C", "O", "S", "O", "O", "O", "H", "H", "H", "H"],
  "positions_angstrom": [[-7.903, 20.541, -10.007], [-6.813, 21.003, -11.116], [-7.597, 21.430, -12.222], [-9.071, 20.744, -12.208], [-9.052, 19.330, -12.637], [-10.180, 21.644, -12.583], [-9.114, 20.699, -10.571], [-7.890, 20.932, -8.990], [-7.776, 19.468, -9.859], [-6.196, 20.135, -11.347], [-6.074, 21.769, -10.882], [4.902, 19.520, -15.673], [4.761, 18.232, -16.549], [3.498, 17.755, -16.310], [2.455, 18.822, -15.512], [1.583, 18.203, -14.535], [1.803, 19.743, -16.504], [3.823, 19.537, -14.805], [4.750, 20.411, -16.283], [5.761, 19.608, -15.008], [5.459, 17.479, -16.182], [4.813, 18.333, -17.633], [-5.106, 23.642, -14.511], [-5.323, 24.577, -15.688], [-6.271, 23.757, -16.443], [-7.370, 22.932, -15.506], [-7.554, 21.512, -15.946], [-8.565, 23.675, -15.225], [-6.375, 23.068, -14.232], [-4.687, 24.110, -13.620], [-4.504, 22.767, -14.754], [-4.412, 24.614, -16.285], [-5.785, 25.517, -15.384], [-2.795, 21.148, -18.168], [-2.054, 19.804, -18.114], [-1.378, 19.596, -19.360], [-2.057, 20.571, -20.496], [-3.327, 20.051, -21.044], [-0.985, 21.049, -21.374], [-2.354, 21.720, -19.317], [-2.595, 21.756, -17.286], [-3.878, 21.061, -18.254], [-2.679, 18.921, -17.984], [-1.272, 19.883, -17.359], [0.634, 13.682, -16.126], [-0.350, 14.492, -15.306], [-0.331, 13.677, -14.177], [-0.123, 12.012, -14.371], [-1.340, 11.438, -14.931], [0.470, 11.375, -13.189], [0.930, 12.426, -15.505], [1.642, 14.073, -16.265], [0.321, 13.430, -17.139], [-1.380, 14.553, -15.657], [0.151, 15.402, -14.976], [-6.180, 16.723, -12.271], [-6.971, 15.831, -13.120], [-8.251, 16.133, -12.583], [-8.362, 16.207, -10.922], [-8.859, 14.900, -10.414], [-9.129, 17.410, -10.556], [-6.698, 16.359, -10.981], [-6.313, 17.781, -12.498], [-5.123, 16.485, -12.383], [-6.749, 14.806, -12.823], [-6.889, 15.928, -14.202], [1.535, 23.035, -15.007], [0.333, 23.653, -14.303], [0.549, 23.398, -12.944], [1.417, 22.041, -12.731], [0.578, 20.833, -12.856], [2.220, 22.192, -11.519], [2.266, 22.266, -14.067], [2.297, 23.716, -15.389], [1.077, 22.410, -15.773], [-0.662, 23.298, -14.569], [0.422, 24.706, -14.570], [-7.537, 18.270, -17.155], [-6.066, 18.266, -16.842], [-5.480, 19.089, -17.791], [-6.558, 19.697, -18.965], [-6.094, 19.284, -20.307], [-6.687, 21.118, -18.807], [-7.818, 18.804, -18.383], [-8.032, 18.721, -16.295], [-7.940, 17.257, -17.163], [-5.789, 17.212, -16.815], [-5.881, 18.775, -15.896], [-0.364, 19.352, -8.577], [-0.335, 19.663, -10.073], [-1.645, 20.246, -10.240], [-2.877, 19.594, -9.475], [-3.493, 18.541, -10.231], [-3.775, 20.670, -8.855], [-1.784, 19.049, -8.344], [-0.105, 20.322, -8.151], [0.303, 18.602, -8.151], [-0.535, 18.784, -10.686], [0.382, 20.408, -10.416], [-2.065, 17.800, -14.961], [-1.363, 18.045, -13.646], [-2.445, 18.780, -12.935], [-3.231, 19.816, -13.937], [-2.507, 21.116, -14.001], [-4.672, 19.818, -13.730], [-3.023, 18.799, -15.248], [-2.460, 16.794, -15.101], [-1.384, 17.883, -15.808], [-0.530, 18.742, -13.738], [-1.222, 17.103, -13.117], [-0.125, 16.594, -20.489], [0.715, 17.834, -20.606], [1.242, 18.050, -19.319], [1.385, 16.504, -18.547], [0.646, 16.605, -17.358], [2.656, 15.903, -18.642], [0.494, 15.760, -19.614], [-0.251, 16.065, -21.433], [-1.154, 16.789, -20.185], [0.294, 18.814, -20.827], [1.500, 17.718, -21.353], [-2.701, 14.111, -11.111], [-3.940, 14.443, -10.389], [-4.887, 13.929, -11.287], [-4.409, 12.636, -12.178], [-4.712, 12.883, -13.574], [-4.792, 11.377, -11.542], [-2.818, 12.901, -11.825], [-1.748, 14.065, -10.583], [-2.534, 14.897, -11.849], [-4.143, 15.504, -10.242], [-3.956, 13.993, -9.396], [3.461, 14.982, -13.619], [4.114, 15.274, -12.318], [3.110, 15.505, -11.389], [1.704, 15.933, -12.048], [1.462, 17.374, -11.821], [0.671, 14.966, -11.747], [2.288, 15.694, -13.601], [3.097, 13.994, -13.900], [4.166, 15.114, -14.440], [4.784, 16.133, -12.367], [4.743, 14.463, -11.952], [-4.364, 13.788, -16.441], [-4.266, 12.726, -17.582], [-3.941, 13.521, -18.733], [-3.210, 14.980, -18.305], [-3.463, 16.205, -19.126], [-1.829, 14.696, -17.898], [-4.086, 15.082, -16.925], [-3.602, 13.573, -15.692], [-5.338, 13.918, -15.969], [-5.250, 12.292, -17.760], [-3.486, 11.981, -17.425]],
  "forces_ev_per_angstrom": [[2.9, -1.4, 0.3], [-0.2, -0.8, 1.4], [-1.2, -0.2, -1.0], [-2.3, -1.1, 1.3], [0.5, 3.4, 0.1], [3.4, -2.0, 0.3], [-2.7, 1.2, -1.9], [0.2, 0.8, -0.4], [0.5, -0.2, 0.0], [-0.3, -0.2, -0.4], [-0.6, 0.4, 0.2], [0.0, 0.8, -1.3], [1.3, 0.5, 0.4], [-4.3, -0.4, 1.4], [0.4, 1.8, -1.8], [2.1, 0.8, -1.6], [2.3, -2.5, 2.7], [-3.7, -1.0, 1.0], [0.8, 0.1, -0.3], [0.2, -0.3, -0.5], [0.1, -0.1, -0.2], [0.6, 0.5, 0.1], [0.4, -0.7, 0.0], [-0.8, -2.0, 0.4], [-1.3, -0.3, -0.7], [0.7, -1.7, -0.2], [1.3, 4.2, 1.1], [1.2, -0.3, -0.5], [-1.5, -0.3, 0.5], [-0.4, 0.0, 0.1], [0.6, 0.4, -0.3], [-0.3, 0.5, -0.1], [0.2, 0.1, -0.3], [-1.6, -1.4, 1.0], [0.2, -0.9, 0.8], [-0.7, 0.8, -1.7], [-0.3, 0.5, -0.1], [3.3, 1.2, 1.6], [-2.3, -1.0, 1.8], [1.3, 1.2, -3.8], [0.4, 0.2, -0.2], [-0.1, -0.4, 0.4], [-0.2, 0.3, 0.4], [0.1, -0.4, 0.0], [1.1, -0.4, -2.8], [1.0, -1.3, 0.4], [-1.5, -2.2, 4.3], [-0.9, 1.8, 0.2], [1.9, 0.8, 0.7], [-0.9, 2.0, -2.9], [0.1, -2.2, 0.7], [-0.2, 0.7, 0.3], [-0.5, 0.2, 0.0], [0.4, 0.4, -0.5], [-0.6, 0.3, -0.4], [0.9, 0.4, -0.2], [-0.6, -0.9, 0.8], [-3.3, 0.0, 0.0], [-0.8, -0.7, -2.6], [2.2, 3.4, -0.9], [2.5, -2.7, -0.6], [-0.4, 0.4, 2.8], [-0.2, 0.0, 0.2], [0.1, 0.0, 0.8], [0.2, -0.2, -0.4], [-0.5, 0.4, 0.2], [-0.4, -0.7, -1.2], [0.3, 0.8, -0.5], [0.4, -0.5, 1.7], [-0.7, -1.1, 1.3], [1.7, 2.6, 0.0], [-1.4, -0.2, -2.6], [0.0, -1.0, 1.2], [-0.6, 0.2, -0.2], [0.8, -0.3, -0.3], [0.3, -0.4, -0.3], [-0.5, 0.3, 0.8], [-1.4, -1.6, 2.7], [-0.5, 0.1, 0.8], [0.1, 1.1, -2.7], [2.1, -0.8, -1.6], [-1.6, 0.1, 3.5], [-0.3, -1.4, 0.6], [1.0, 2.1, -2.4], [-0.5, 0.8, -0.5], [0.1, -0.2, -0.2], [1.1, 0.2, -0.4], [0.0, -0.5, 0.2], [-0.9, 1.4, -0.8], [-1.8, -1.5, 0.0], [-1.9, 2.3, -1.1], [0.7, 3.2, 2.7], [0.5, 0.5, 0.8], [3.3, -3.9, -2.4], [-0.9, -0.9, 0.5], [-0.4, -0.1, 0.7], [-0.5, -0.3, -0.4], [1.7, -0.3, -0.2], [0.0, -0.5, 0.0], [1.5, -0.8, -2.3], [-1.9, 1.3, -0.1], [-0.6, 1.0, -0.2], [0.4, -0.1, -0.1], [-1.7, -3.5, -0.3], [2.4, 0.2, 0.2], [-0.5, 1.9, 1.5], [-0.7, 0.1, 0.6], [0.6, -0.1, 0.1], [0.2, -0.5, 0.3], [0.4, 0.4, 0.2], [-2.8, 1.1, -2.3], [0.7, 1.0, -0.8], [1.3, -2.7, 2.3], [-1.3, 2.1, -3.0], [0.0, 0.2, 1.8], [0.9, 0.2, 0.5], [1.4, -1.5, 1.4], [0.4, 0.1, -0.1], [0.0, 0.3, 0.4], [-0.8, -0.5, -0.3], [0.4, -0.3, 0.1], [2.8, 1.7, -1.1], [0.1, -0.5, 1.2], [-1.9, -1.3, -1.4], [0.7, -0.8, 1.6], [0.3, -0.1, 1.9], [0.5, 2.5, -1.4], [-1.9, -1.1, -0.6], [-0.3, -0.2, 0.5], [0.0, 0.2, -0.3], [0.2, 0.0, -0.3], [-0.5, -0.4, -0.1], [0.5, -2.2, -1.1], [2.0, -0.7, 0.2], [-2.0, 0.3, 1.2], [0.3, 1.5, -0.7], [0.5, -3.6, -0.6], [1.5, 1.4, -0.3], [-2.6, 2.6, 0.8], [0.6, -1.0, 1.1], [-0.3, 1.4, -0.3], [-0.3, 0.3, -0.2], [-0.2, -0.2, 0.0], [0.4, -0.8, 1.3], [-0.3, 1.5, 0.3], [0.9, 2.2, -1.1], [0.4, 1.0, 0.8], [0.2, -4.3, 2.0], [-2.2, 0.3, -1.2], [0.7, 1.1, -2.2], [-0.3, -0.2, 0.2], [0.1, -0.6, -0.1], [0.3, -0.1, -0.2], [-0.1, 0.1, 0.2]],
  "lowdin_charge": [-0.20, -0.12, -0.22, 0.75, -0.26, -0.23, -0.19, 0.13, 0.10, 0.10, 0.13, -0.18, -0.18, -0.23, 0.80, -0.24, -0.26, -0.21, 0.13, 0.14, 0.13, 0.14, -0.18, -0.12, -0.22, 0.72, -0.26, -0.22, -0.23, 0.14, 0.11, 0.13, 0.13, -0.21, -0.15, -0.22, 0.77, -0.23, -0.25, -0.18, 0.13, 0.11, 0.12, 0.12, -0.16, -0.18, -0.26, 0.74, -0.25, -0.23, -0.21, 0.13, 0.13, 0.10, 0.11, -0.18, -0.18, -0.22, 0.80, -0.25, -0.24, -0.22, 0.12, 0.13, 0.11, 0.14, -0.16, -0.18, -0.17, 0.71, -0.25, -0.23, -0.19, 0.14, 0.12, 0.12, 0.13, -0.24, -0.21, -0.20, 0.76, -0.25, -0.23, -0.15, 0.13, 0.13, 0.12, 0.12, -0.11, -0.13, -0.25, 0.73, -0.25, -0.28, -0.23, 0.13, 0.14, 0.11, 0.12, -0.19, -0.09, -0.24, 0.74, -0.27, -0.24, -0.20, 0.12, 0.12, 0.09, 0.13, -0.21, -0.19, -0.18, 0.64, -0.21, -0.20, -0.17, 0.15, 0.11, 0.11, 0.13, -0.21, -0.17, -0.21, 0.74, -0.25, -0.23, -0.18, 0.14, 0.12, 0.13, 0.14, -0.22, -0.19, -0.17, 0.74, -0.25, -0.22, -0.21, 0.14, 0.14, 0.14, 0.14, -0.18, -0.12, -0.21, 0.78, -0.24, -0.26, -0.23, 0.10, 0.13, 0.13, 0.13]
}

---

Record 2
{
  "formula": "C28H56O7",
  "method": "the ωB97M-V functional and the def2-TZVPD basis",
  "charge": 0,
  "smiles": "C1CCOC1.C1CCOC1.C1CCOC1.C1CCOC1.C1CCOC1.C1CCOC1.C1CCOC1",
  "elements": ["C", "C", "C", "O", "C", "H", "H", "H", "H", "H", "H", "H", "H", "C", "C", "C", "O", "C", "H", "H", "H", "H", "H", "H", "H", "H", "C", "C", "C", "O", "C", "H", "H", "H", "H", "H", "H", "H", "H", "C", "C", "C", "O", "C", "H", "H", "H", "H", "H", "H", "H", "H", "C", "C", "C", "O", "C", "H", "H", "H", "H", "H", "H", "H", "H", "C", "C", "C", "O", "C", "H", "H", "H", "H", "H", "H", "H", "H", "C", "C", "C", "O", "C", "H", "H", "H", "H", "H", "H", "H", "H"],
  "positions_angstrom": [[0.903, -0.353, -0.867], [0.985, -0.401, 0.655], [0.479, 0.963, 1.112], [-0.318, 1.476, 0.040], [-0.273, 0.622, -1.105], [0.620, -1.330, -1.259], [1.761, 0.026, -1.419], [1.936, -0.665, 1.120], [0.287, -1.178, 0.980], [1.276, 1.693, 1.270], [-0.160, 0.881, 1.994], [-0.073, 1.219, -1.993], [-1.227, 0.097, -1.178], [-4.923, -1.368, -4.285], [-5.117, 0.148, -4.127], [-3.691, 0.579, -3.862], [-3.168, -0.419, -2.985], [-3.857, -1.660, -3.224], [-4.630, -1.588, -5.314], [-5.855, -1.910, -4.122], [-5.821, 0.374, -3.320], [-5.578, 0.619, -4.999], [-3.557, 1.554, -3.396], [-3.135, 0.568, -4.810], [-4.357, -1.921, -2.290], [-3.134, -2.411, -3.540], [4.388, -5.659, 0.967], [4.752, -4.283, 0.439], [4.066, -3.381, 1.450], [2.898, -4.055, 1.864], [3.010, -5.468, 1.582], [5.104, -5.985, 1.729], [4.421, -6.479, 0.247], [4.400, -4.115, -0.584], [5.827, -4.107, 0.378], [3.783, -2.400, 1.069], [4.762, -3.222, 2.288], [2.191, -5.720, 0.910], [2.922, -5.985, 2.538], [2.262, 1.843, 5.155], [3.036, 0.570, 4.820], [4.273, 1.114, 4.089], [3.949, 2.427, 3.646], [2.594, 2.734, 3.957], [2.608, 2.313, 6.075], [1.190, 1.657, 5.237], [2.444, -0.054, 4.149], [3.298, -0.014, 5.701], [4.493, 0.489, 3.217], [5.161, 1.174, 4.720], [1.965, 2.512, 3.094], [2.554, 3.784, 4.242], [1.600, -5.165, -2.004], [1.171, -4.079, -3.000], [2.541, -3.676, -3.534], [3.265, -4.882, -3.664], [2.791, -5.814, -2.698], [0.766, -5.849, -1.822], [1.745, -4.684, -1.033], [0.637, -3.259, -2.527], [0.604, -4.522, -3.819], [3.072, -3.003, -2.844], [2.480, -3.151, -4.489], [3.595, -6.031, -1.990], [2.481, -6.724, -3.213], [-0.611, 5.774, 2.485], [-0.003, 4.578, 1.730], [-0.372, 4.855, 0.277], [-1.570, 5.610, 0.297], [-1.588, 6.399, 1.459], [0.140, 6.482, 2.828], [-1.163, 5.432, 3.361], [-0.335, 3.603, 2.091], [1.084, 4.557, 1.857], [-0.509, 3.962, -0.329], [0.421, 5.468, -0.181], [-2.595, 6.485, 1.868], [-1.282, 7.425, 1.203], [-4.441, 1.798, 0.227], [-5.574, 2.322, -0.644], [-5.277, 3.811, -0.592], [-3.872, 3.914, -0.677], [-3.292, 2.672, -0.293], [-4.225, 0.739, 0.078], [-4.605, 1.993, 1.287], [-6.590, 2.053, -0.347], [-5.464, 1.934, -1.662], [-5.627, 4.230, 0.364], [-5.761, 4.393, -1.379], [-2.521, 2.795, 0.466], [-2.842, 2.249, -1.197]],
  "forces_ev_per_angstrom": [[-0.7, 0.2, -0.3], [-0.2, -0.2, 0.3], [-0.2, 0.1, -0.6], [-0.1, 0.1, -0.1], [0.5, -0.3, 0.6], [0.3, 0.0, -0.1], [0.3, -0.1, 0.4], [0.2, 0.1, -0.3], [0.0, 0.1, 0.1], [0.1, -0.2, 0.2], [0.2, 0.1, 0.1], [-0.3, 0.1, -0.1], [0.0, 0.0, -0.3], [-0.5, 0.3, -0.1], [-0.5, 0.0, -0.3], [0.0, -0.1, 0.0], [0.1, 0.0, -0.1], [-0.3, 0.5, -0.2], [0.4, -0.1, 0.1], [0.1, -0.1, 0.2], [0.4, -0.1, 0.3], [0.3, -0.1, -0.2], [-0.1, 0.0, 0.1], [0.0, 0.1, 0.0], [0.2, -0.3, 0.0], [0.0, -0.2, 0.2], [0.4, -0.8, 0.1], [0.2, 0.2, -0.7], [0.5, 0.2, 0.0], [-0.3, -0.3, 0.0], [0.2, 0.8, 0.4], [-0.1, 0.3, 0.1], [-0.2, 0.3, -0.3], [-0.3, -0.1, 0.2], [0.0, -0.1, 0.2], [0.0, 0.0, -0.1], [-0.2, 0.0, 0.1], [0.0, -0.2, 0.0], [-0.2, -0.2, -0.1], [-0.4, 0.0, -0.4], [0.2, 0.2, 0.2], [-0.3, -0.3, -0.3], [0.1, 0.2, -0.1], [0.4, -0.3, 0.6], [0.1, -0.1, 0.0], [0.0, 0.1, 0.1], [0.0, -0.1, 0.0], [0.0, -0.1, 0.0], [0.2, 0.0, 0.1], [0.0, 0.0, 0.1], [-0.2, 0.2, 0.0], [-0.1, 0.1, -0.3], [-1.5, 0.2, 0.2], [0.8, -0.2, 0.0], [-0.2, 0.7, 0.0], [0.1, -0.1, -0.3], [0.0, 0.2, 0.5], [0.2, -0.2, -0.1], [0.7, -0.1, -0.1], [-0.2, 0.0, -0.1], [-0.2, 0.2, 0.1], [-0.2, 0.0, 0.1], [0.2, -0.3, -0.1], [0.0, -0.2, -0.1], [0.1, -0.1, 0.0], [-0.6, -0.4, 0.0], [0.7, 0.1, 0.1], [0.4, 0.3, -0.1], [-0.3, -0.5, 0.1], [0.4, 0.8, 0.4], [0.1, 0.0, -0.1], [0.1, 0.0, 0.0], [-0.4, 0.1, -0.1], [0.0, 0.0, -0.1], [-0.1, 0.0, 0.1], [0.0, -0.1, 0.0], [-0.1, -0.3, -0.2], [0.1, -0.1, 0.1], [0.4, -0.1, -0.5], [-0.4, -0.2, 0.0], [-0.5, 0.0, 0.1], [0.0, 0.3, 0.0], [-0.1, -0.3, 0.1], [0.0, 0.0, 0.1], [-0.1, 0.0, 0.0], [0.1, 0.1, 0.3], [0.2, 0.2, 0.0], [0.0, -0.1, 0.0], [0.2, 0.0, -0.1], [0.1, 0.3, -0.1], [0.1, -0.2, 0.2]],
  "lowdin_charge": [-0.15, -0.15, -0.20, -0.18, -0.18, 0.09, 0.11, 0.10, 0.12, 0.10, 0.12, 0.12, 0.11, -0.17, -0.17, -0.21, -0.16, -0.18, 0.11, 0.11, 0.10, 0.11, 0.11, 0.12, 0.12, 0.11, -0.17, -0.16, -0.22, -0.14, -0.18, 0.11, 0.10, 0.10, 0.11, 0.11, 0.12, 0.10, 0.12, -0.16, -0.16, -0.20, -0.14, -0.20, 0.11, 0.11, 0.10, 0.11, 0.11, 0.12, 0.08, 0.12, -0.17, -0.15, -0.22, -0.13, -0.19, 0.11, 0.09, 0.09, 0.12, 0.12, 0.12, 0.10, 0.12, -0.15, -0.17, -0.20, -0.14, -0.21, 0.10, 0.10, 0.09, 0.10, 0.10, 0.12, 0.11, 0.11, -0.15, -0.17, -0.22, -0.13, -0.20, 0.11, 0.11, 0.11, 0.09, 0.12, 0.12, 0.10, 0.11]
}

---

Short version: energy relative to the best compared isomer or geometry (same formula, charge and spin) = 211.90, 7.47 kcal/mol, in the order given.